Formula: C21H18NO14P2Sr
Source: OMol25
Level of theory: wB97M-V/def2-TZVPD

Last column: natural (NBO) charge in e.
Atoms and positions in Å:
Sr1 0.44 -0.91 0.11  1.8342
O1 -2.68 0.14 -3.56  -0.6795
C1 -1.98 0.64 -2.53  0.7635
O2 -0.91 1.17 -2.65  -0.5486
C2 -2.63 0.33 -1.20  0.0974
C3 -3.97 0.00 -1.11  -0.1953
C4 -4.51 -0.23 0.14  -0.1663
C5 -3.70 -0.14 1.25  -0.1868
C6 -2.36 0.17 1.06  0.0965
N1 -1.84 0.43 -0.14  -0.4277
C7 -1.35 0.14 2.22  0.8088
O3 -1.81 -0.28 3.38  -0.6988
O4 -0.19 0.44 2.03  -0.6414
H1 -2.10 0.24 -4.33  0.5068
H2 -4.57 -0.09 -2.01  0.2375
H3 -5.56 -0.50 0.24  0.2186
H4 -4.06 -0.35 2.25  0.2435
H5 -1.10 -0.84 3.80  0.5592
O5 4.05 -2.29 1.69  -1.0097
P1 2.77 -1.37 2.00  2.5237
O6 2.71 -0.95 3.40  -1.1131
O7 2.65 -0.43 0.83  -1.2368
O8 1.53 -2.54 1.66  -1.1888
P2 0.05 -2.90 2.42  2.5449
O9 0.01 -4.49 2.35  -0.9978
O10 0.01 -2.42 3.81  -1.1459
O11 -0.97 -2.36 1.44  -1.2490
H6 4.42 -2.62 2.52  0.5025
H7 -0.22 -4.80 1.47  0.5054
O12 1.66 -0.28 -1.97  -0.7637
C8 1.56 -1.15 -3.11  0.0927
C9 0.20 -1.96 -2.99  0.7977
O13 -0.21 -2.48 -4.03  -0.7159
O14 -0.30 -2.04 -1.83  -0.8488
C10 1.69 -0.27 -4.36  -0.0259
C11 0.82 -0.28 -5.45  -0.2169
C12 1.03 0.57 -6.52  -0.2188
C13 2.10 1.44 -6.55  -0.2263
C14 2.99 1.45 -5.48  -0.2343
C15 2.78 0.60 -4.41  -0.1404
C16 2.67 -2.20 -3.07  -0.0530
C17 3.48 -2.36 -1.96  -0.1850
C18 4.47 -3.35 -1.94  -0.2222
C19 4.65 -4.16 -3.04  -0.2171
C20 3.84 -4.00 -4.16  -0.2185
C21 2.85 -3.03 -4.17  -0.1942
H8 2.56 -0.04 -1.74  0.4981
H9 0.00 -0.98 -5.44  0.2532
H10 0.33 0.55 -7.36  0.2012
H11 2.26 2.11 -7.39  0.2022
H12 3.85 2.12 -5.48  0.2046
H13 3.50 0.62 -3.59  0.1923
H14 3.36 -1.76 -1.06  0.2269
H15 5.08 -3.46 -1.06  0.2185
H16 5.42 -4.93 -3.04  0.2011
H17 3.96 -4.64 -5.03  0.2032
H18 2.20 -2.92 -5.03  0.2324

## Properties
Total charge = -1
Highest occupied orbital energy = -6.27 eV
Orbital gap = 0.30352 Ha
Energy relative to the best compared isomer or geometry (same formula, charge and spin) = 9.9 kcal per mole
LUMO energy = 0.073 hartree

Formula: CH5NP2
Source: OMol25
Level of theory: wB97M-V/def2-TZVPD

Last column: natural (NBO) charge in e.
Atoms and positions in Å:
C1 2.26 -0.95 -0.56  -0.7861
N1 -1.00 0.56 0.25  -1.2544
P1 -0.27 -0.80 0.39  0.9888
P2 -2.54 1.41 0.09  0.5703
H1 3.01 -0.19 -0.17  0.2002
H2 2.48 -1.92 -0.26  0.1701
H3 1.94 -0.81 -1.69  0.2003
H4 -3.53 0.59 0.63  -0.0662
H5 -2.33 2.11 1.32  -0.0229

## Properties
Highest occupied orbital energy (spin up / spin down) = -7.43 / -7.79 eV
Orbital gap (spin up / spin down) = 0.24955 / 0.26536 Ha
Energy relative to the best compared isomer or geometry (same formula, charge and spin) = 59.1 kcal per mole
LUMO energy (spin up / spin down) = -0.024 / -0.021 hartree

Formula: C14H27O6S3
Source: OMol25
Level of theory: wB97M-V/def2-TZVPD

Last column: natural (NBO) charge in e.
Atoms and positions in Å:
C1 2.10 2.33 2.47  -0.4019
C2 1.06 1.74 2.36  0.0334
C3 -0.15 0.91 2.20  -0.5307
C4 0.24 -0.58 2.02  -0.5904
C5 1.23 -0.77 0.84  -0.5717
C6 2.63 -1.00 1.32  0.8300
O1 2.97 -1.86 2.06  -0.5712
O2 3.64 -0.05 0.87  -0.5896
C7 4.19 -0.35 -0.33  0.8102
C8 3.78 0.58 -1.44  -0.7304
O3 4.93 -1.28 -0.51  -0.5755
H1 3.14 2.56 2.57  0.2156
H2 -0.75 1.28 1.36  0.2186
H3 -0.73 0.98 3.12  0.2158
H4 0.74 -0.86 2.95  0.1369
H5 1.22 0.13 0.22  0.1930
H6 0.96 -1.62 0.21  0.2292
H7 3.48 1.53 -1.02  0.2332
H8 2.93 0.17 -1.99  0.2424
H9 4.61 0.74 -2.12  0.2172
C9 -2.18 0.45 -2.32  -0.8313
S1 -3.28 0.68 -0.91  1.2413
O4 -2.54 0.22 0.28  -0.9504
C10 -4.39 -0.65 -1.41  -0.8358
H10 -1.35 1.14 -2.21  0.2646
H11 -1.81 -0.58 -2.31  0.2274
H12 -2.72 0.66 -3.24  0.2116
H13 -3.82 -1.58 -1.50  0.2330
H14 -4.87 -0.40 -2.35  0.2112
H15 -5.15 -0.76 -0.63  0.2283
C11 -2.02 5.22 -0.47  -0.8340
S2 -2.79 4.37 -1.86  1.2608
O5 -1.76 3.47 -2.43  -0.9929
C12 -2.84 5.80 -2.95  -0.8330
H16 -1.85 4.49 0.31  0.2621
H17 -1.07 5.65 -0.79  0.2311
H18 -2.70 6.00 -0.11  0.2198
H19 -1.83 6.19 -3.10  0.2285
H20 -3.49 6.57 -2.52  0.2204
H21 -3.25 5.48 -3.91  0.2335
C13 1.03 -6.84 1.11  -0.8359
S3 0.39 -5.25 1.66  1.2553
O6 0.37 -4.38 0.47  -0.9737
C14 1.85 -4.83 2.63  -0.8368
H22 0.29 -7.29 0.44  0.2252
H23 1.97 -6.69 0.57  0.2250
H24 1.19 -7.50 1.97  0.2125
H25 2.72 -4.82 1.98  0.2337
H26 1.97 -5.57 3.42  0.2058
H27 1.72 -3.84 3.07  0.2783

## Properties
Total charge = -1
Highest occupied orbital energy = -1.26 eV
Orbital gap = 0.12158 Ha
LUMO energy = 0.075 hartree

Formula: CH3ClN2O2
Source: OMol25
Level of theory: wB97M-V/def2-TZVPD

Last column: natural (NBO) charge in e.
Atoms and positions in Å:
C1 -1.59 -0.31 -0.16  0.7344
N1 1.84 0.32 -0.06  -0.5930
N2 0.81 -0.18 0.69  -0.1832
O1 -1.50 -1.46 -0.43  -0.5530
O2 -0.49 0.47 0.23  -0.4679
Cl1 -3.07 0.65 -0.20  -0.0153
H1 1.57 0.34 -0.99  0.3395
H2 1.91 1.35 0.19  0.3590
H3 0.53 -1.19 0.74  0.3796

## Properties
Highest occupied orbital energy = -10.15 eV
Orbital gap = 0.39810 Ha
Energy relative to the best compared isomer or geometry (same formula, charge and spin) = 7.8 kcal per mole
LUMO energy = 0.025 hartree
Structure (SMILES) = NNOC(=O)Cl

Formula: FH3P2S2
Source: OMol25
Level of theory: wB97M-V/def2-TZVPD

Last column: natural (NBO) charge in e.
Atoms and positions in Å:
F1 -1.54 -0.47 -1.28  -0.6015
P1 -1.51 -0.11 0.33  0.7140
P2 2.07 -0.04 -0.99  0.5505
S1 1.80 -1.23 0.55  -0.4147
S2 1.73 1.99 -0.36  -0.3003
H1 -0.77 -1.33 0.53  -0.0551
H2 -2.90 -0.56 0.39  -0.0597
H3 1.12 1.75 0.84  0.1667

## Properties
Highest occupied orbital energy = -9.24 eV
Orbital gap = 0.28237 Ha
Energy relative to the best compared isomer or geometry (same formula, charge and spin) = 31.3 kcal per mole
LUMO energy = -0.057 hartree
Structure (SMILES) = S=PS.FP

Formula: C3H3OV
Source: OMol25
Level of theory: wB97M-V/def2-TZVPD

Last column: natural (NBO) charge in e.
Atoms and positions in Å:
C1 1.08 2.10 1.75  -0.2263
C2 1.13 0.91 2.06  -0.1552
H1 1.33 3.14 1.61  0.2778
H2 1.50 -0.08 2.28  0.2750
C3 -1.07 1.34 0.84  0.0289
O1 -1.83 0.87 1.76  -0.6582
V1 -3.19 1.87 0.88  1.2700
H3 -0.52 0.65 0.17  0.1880

## Properties
Total charge = +1
2S+1 = 4
Highest occupied orbital energy (spin up / spin down) = -13.47 / -13.54 eV
Orbital gap (spin up / spin down) = 0.29036 / 0.28661 Ha
LUMO energy (spin up / spin down) = -0.205 / -0.211 hartree
Expectation value of S² = 3.919